Here is a cluster of 2 separate species, C2H2FIS in total from OMol25. Energies are from ωB97M-V with the def2-TZVPD basis set.

* E_LUMO (spin up / spin down): -2.41 / -2.42 eV
* HOMO energy (spin up / spin down): -0.33585 / -0.33580 hartree
* Kohn-Sham gap (spin up / spin down): 6.72 / 6.72 eV
* total energy: -23755.9336 eV

Structure (XYZ):
```
7
Properties=species:S:1:pos:R:3:forces:R:3
C -0.579750 -0.492613 -0.369455 -0.7003 -2.6369 -1.8033
C 0.153802 0.460436 0.314332 0.7294 1.7875 0.8966
F 1.549233 -1.881977 -0.443023 -1.4283 1.1583 0.1812
S -1.576028 -1.340915 -1.155062 1.1950 0.9973 1.0127
I -1.021424 2.357581 0.537580 0.3781 -0.8535 -0.1500
H 0.404784 0.160879 1.330749 -0.0209 -0.1922 -0.1124
H 1.069382 0.736608 -0.215121 -0.1529 -0.2604 -0.0249
```
Forces are in eV/Å.

Here is a structure of composition C2H2FLiMgO from OMol25. Energies are from ωB97M-V with the def2-TZVPD basis set.

* E_LUMO: -11.20 eV
* HOMO energy: -0.66000 hartree
* charge: +2
* Kohn-Sham gap: 6.76 eV
* total energy: -12502.3408 eV

Structure (XYZ):
```
8
Properties=species:S:1:pos:R:3:forces:R:3
H 0.497046 -0.875023 -1.295194 -0.0392 3.0653 -1.6813
C -0.941540 0.567080 -0.512537 -0.1019 1.0200 -0.6588
C 0.271648 0.031424 -0.606760 -0.5201 -3.9718 -1.6000
O 0.817653 -0.624146 0.436997 0.8622 0.0899 4.3527
Li 2.728407 -0.189074 0.359214 -0.0072 -0.1460 -0.2883
Mg -0.349052 -0.584103 1.998855 -0.2302 -0.0029 -0.9075
F -1.608163 0.328346 0.717742 0.4705 0.5744 0.9512
H -1.415998 1.345496 -1.098317 -0.4342 -0.6288 -0.1680
```
Forces are in eV/Å.

Here is a structure of composition C2H2FLiO2Pb from OMol25. Energies are from ωB97M-V with the def2-TZVPD basis set.

* E_LUMO (spin up / spin down): -11.67 / -11.01 eV
* HOMO energy (spin up / spin down): -0.74177 / -0.71941 hartree
* charge: +2
* Kohn-Sham gap (spin up / spin down): 8.52 / 8.57 eV
* total energy: -14348.9163 eV

Structure (XYZ):
```
9
Properties=species:S:1:pos:R:3:forces:R:3
C -0.507159 0.475020 -0.314300 0.2862 -2.9204 -2.9204
C -1.714824 0.949369 -0.870692 0.6218 -0.2623 0.7923
O -0.511117 -0.462041 0.475267 -1.7023 0.3471 0.4805
F 1.033629 -0.563846 2.131003 -1.7378 -3.5717 3.3771
H 0.961434 0.111034 -1.965620 -0.5858 0.4934 -0.5970
H -2.623188 0.903329 -0.248762 0.0911 0.6614 -0.3919
Li 0.563787 -2.147374 0.975548 -0.7134 -0.2687 0.7553
Pb 1.954985 0.453124 0.838132 5.6710 4.2864 -0.8832
O 0.842457 0.281383 -1.020579 -1.9309 1.2347 -0.6128
```
Forces are in eV/Å.

Here is a structure of composition C2H2FMn from OMol25. Energies are from ωB97M-V with the def2-TZVPD basis set.

* E_LUMO (spin up / spin down): -6.96 / -7.33 eV
* HOMO energy (spin up / spin down): -0.53761 / -0.54379 hartree
* charge: +1
* multiplicity: 6
* <S²>: 8.77
* Kohn-Sham gap (spin up / spin down): 7.67 / 7.47 eV
* total energy: -36133.0760 eV

Structure (XYZ):
```
6
Properties=species:S:1:pos:R:3:forces:R:3
F -1.804646 0.228240 -0.121289 2.1936 0.6954 1.0381
H -0.206434 -1.451680 -0.151342 1.1276 0.7010 0.7288
C 0.377513 -0.521425 0.139906 -0.5620 -1.0922 -0.4406
C -0.456688 0.507413 0.185893 -2.1087 -0.1005 -2.5050
H -0.256883 1.561389 -0.018458 -0.1780 -0.0791 1.0014
Mn 2.347140 -0.323935 -0.034712 -0.4724 -0.1246 0.1772
```
Forces are in eV/Å.

Here is an isolated molecule of C2H2FN from OMol25. Energies are from ωB97M-V with the def2-TZVPD basis set.

* E_LUMO: 0.45 eV
* SMILES: N#CCF
* HOMO energy: -0.44027 hartree
* Kohn-Sham gap: 12.43 eV
* total energy: -6311.5480 eV

Structure (XYZ):
```
6
Properties=species:S:1:pos:R:3:forces:R:3
N 0.323594 0.673752 -2.140889 0.0246 -0.6267 1.5276
C 0.265219 0.268171 -1.052077 -0.3895 -0.4983 1.7105
C -0.078749 -0.242831 0.690822 1.7489 1.6314 -5.2698
F -1.227832 0.463762 0.861236 0.8402 -1.0613 1.0145
H -0.161261 -1.354266 0.483985 -0.2417 1.4442 1.0893
H 0.879028 0.191412 1.156923 -1.9825 -0.8893 -0.0722
```
Forces are in eV/Å.

Here is a cluster of 2 separate species, C2H2FN3 in total from OMol25. Energies are from ωB97M-V with the def2-TZVPD basis set.

* E_LUMO: 0.02 eV
* HOMO energy: -0.32294 hartree
* Kohn-Sham gap: 8.81 eV
* total energy: -9288.8499 eV

Structure (XYZ):
```
8
Properties=species:S:1:pos:R:3:forces:R:3
C 1.918449 1.026638 0.615901 0.6678 -1.1527 3.3966
C -0.940728 0.436934 -0.416417 -1.0278 0.6433 1.6064
N 1.852210 1.479432 -0.411489 -0.1227 1.0072 -2.5354
N -1.221473 -0.730580 -0.423661 0.0046 1.0597 -0.3417
N -1.086619 -1.812390 0.112751 1.3475 -2.7187 0.5106
F -0.735328 1.371056 -1.245404 0.2291 0.5170 -1.6460
H 2.091608 0.667868 1.629484 -0.3163 0.1263 -0.7838
H -1.878120 -2.438958 0.138832 -0.7821 0.5180 -0.2066
```
Forces are in eV/Å.

Here is an isolated molecule of C2H2FN3 from OMol25. Energies are from ωB97M-V with the def2-TZVPD basis set.

* E_LUMO: 0.03 eV
* HOMO energy: -0.34996 hartree
* Kohn-Sham gap: 9.55 eV
* total energy: -9289.1823 eV

Structure (XYZ):
```
8
Properties=species:S:1:pos:R:3:forces:R:3
C -1.200472 0.932598 0.082642 -0.3180 0.3004 0.2682
C 1.371612 0.306904 -0.451330 -1.5906 -0.0173 -0.5642
N -1.186980 2.019164 0.420024 -0.6419 2.0771 0.6760
N -0.877687 -0.257838 -0.305556 -3.4590 -5.6348 -1.4433
N 0.417049 -0.632515 -0.077720 4.2697 -0.1554 1.2570
F 2.605032 0.213663 0.054834 -1.4477 -1.5207 0.2793
H -1.634077 -1.175855 -0.344070 2.9343 4.0087 0.0774
H 0.505521 -1.406118 0.621175 0.2532 0.9420 -0.5504
```
Forces are in eV/Å.

Here is a cluster of 2 separate species, C2H2FNO2 in total from OMol25. Energies are from ωB97M-V with the def2-TZVPD basis set.

* E_LUMO (spin up / spin down): -0.19 / -1.10 eV
* HOMO energy (spin up / spin down): -0.34030 / -0.32026 hartree
* Kohn-Sham gap (spin up / spin down): 9.07 / 7.61 eV
* total energy: -10403.4051 eV

Structure (XYZ):
```
8
Properties=species:S:1:pos:R:3:forces:R:3
C 0.035919 -0.227020 0.386570 -1.5811 0.0347 1.9711
C 0.312519 -1.169822 -0.513448 3.9238 0.0228 -0.8590
N 0.048078 2.300397 -0.001818 -2.1515 0.0904 0.5978
O -1.141893 0.138042 0.627072 -1.0297 -1.2588 0.7785
O -1.021505 2.081438 0.344776 2.5082 2.0320 -1.1104
F -0.479146 -1.746650 -1.343661 -1.0153 -0.4587 -0.7007
H 0.840017 -0.050677 1.117989 0.1552 0.3684 -0.3087
H 1.406011 -1.325709 -0.617481 -0.8097 -0.8307 -0.3686
```
Forces are in eV/Å.

Which largest force on an atom belongs to each record? In order, 3.27 4.44 7.16 3.28 5.79 3.65 6.77 4.02 eV Å⁻¹.
Which ΔE to the lowest compared entry with this formula, charge and spin belongs to each record? In order, 67.4 8.4 36.8 0.0 33.4 105.3 97.6 133.2 kcal per mole.